Entry 1:
{
  "formula": "C7H12OS",
  "method": "ωB97M-V/def2-TZVPD",
  "spin_multiplicity": 3,
  "s_squared": 2.0320,
  "lumo_energy_ha": [0.01183, -0.06093],
  "species": ["S", "O", "C", "C", "C", "C", "C", "C", "C", "H", "H", "H", "H", "H", "H", "H", "H", "H", "H", "H", "H"],
  "xyz": [[1.094272, -2.967478, 1.744564], [1.677053, -1.732383, 2.708536], [-0.921853, 0.296883, 1.843353], [1.415584, -1.132175, -1.216999], [-0.972336, 0.641345, 0.469845], [2.094778, 1.205469, -1.528531], [-2.340266, 0.838764, -0.209878], [1.137706, 0.195106, -1.043786], [0.042998, 0.432955, -0.286057], [-0.857608, -0.768067, 1.915434], [2.775949, 1.481755, -0.618610], [-2.954257, 0.024252, -0.025227], [-2.277378, 1.043832, -1.255820], [-2.723033, 1.814402, 0.242779], [2.535853, -1.957792, 3.087799], [1.579662, 2.023390, -1.949429], [2.805787, 0.690663, -2.171726], [-1.761299, 0.642424, 2.382414], [2.343136, -1.576936, -1.634431], [0.663882, -1.788008, -0.788596], [-0.008382, 0.697895, 2.391701]],
  "forces_ev_per_a": [[0.609, 0.874, 0.915], [-0.659, -0.673, -0.659], [1.864, 0.415, 3.300], [0.354, -1.815, -0.283], [-1.179, -0.173, -3.397], [2.305, -0.413, 2.411], [1.367, 3.336, 1.455], [-0.269, -0.550, 0.536], [1.148, 1.153, -1.004], [-0.136, -0.791, 0.374], [-1.356, 0.163, -1.551], [-1.439, -1.397, 0.489], [0.305, -0.157, -0.723], [-0.169, -1.383, -0.409], [0.045, -0.252, -0.175], [-0.036, 1.152, -0.561], [-0.214, 0.391, -0.560], [-1.104, 0.335, 0.704], [-0.798, 0.619, 0.157], [0.363, -0.377, -0.232], [-1.000, -0.457, -0.786]],
  "mulliken_charge": [0.04, -0.38, -1.01, -1.14, 0.73, -1.20, -1.27, 0.61, -0.12, 0.14, 0.24, 0.33, 0.38, 0.30, 0.34, 0.34, 0.35, 0.42, 0.24, 0.41, 0.25]
}

=====

Entry 2:
{
  "formula": "C84H68AsBrGeMoN4OP2S",
  "method": "ωB97M-V/def2-TZVPD",
  "spin_multiplicity": 3,
  "s_squared": 2.0242,
  "lumo_energy_ha": [-0.02112, -0.03040],
  "species": ["Mo", "Br", "As", "Ge", "S", "P", "P", "O", "N", "N", "N", "N", "C", "C", "C", "C", "C", "C", "C", "C", "C", "C", "C", "C", "C", "C", "C", "C", "C", "C", "C", "C", "C", "C", "C", "C", "C", "C", "C", "C", "C", "C", "C", "C", "C", "C", "C", "C", "C", "C", "C", "C", "C", "C", "C", "C", "C", "C", "C", "C", "C", "C", "C", "C", "C", "C", "C", "C", "C", "C", "C", "C", "C", "C", "C", "C", "C", "C", "C", "C", "C", "C", "C", "C", "C", "C", "C", "C", "C", "C", "C", "C", "C", "C", "C", "C", "H", "H", "H", "H", "H", "H", "H", "H", "H", "H", "H", "H", "H", "H", "H", "H", "H", "H", "H", "H", "H", "H", "H", "H", "H", "H", "H", "H", "H", "H", "H", "H", "H", "H", "H", "H", "H", "H", "H", "H", "H", "H", "H", "H", "H", "H", "H", "H", "H", "H", "H", "H", "H", "H", "H", "H", "H", "H", "H", "H", "H", "H", "H", "H", "H", "H", "H", "H"],
  "xyz": [[-0.286800, -0.378200, -0.328600], [-4.367900, -4.961100, 7.809700], [1.116600, 1.779600, 2.105900], [0.155400, 4.938100, 0.867500], [2.122800, -0.662200, -0.213900], [-0.261100, -0.185400, -2.766900], [-0.454400, -2.738300, -0.295000], [-0.348400, -0.583700, 1.744700], [-5.747500, 0.130400, 4.851900], [-2.275700, -0.164800, 0.111300], [-5.277300, 0.591600, 3.796100], [-0.977900, -2.910600, -2.858900], [-4.114400, -4.019300, -4.457500], [-1.881800, -3.815100, 0.110900], [1.535200, 6.373600, 1.103200], [-3.117700, -3.226800, -3.927900], [-3.531800, 1.364200, -4.777000], [1.192200, 4.482500, -3.073300], [3.244100, 0.111200, 0.897000], [-1.949500, -3.773500, -3.387000], [-1.447600, -0.217500, 2.297900], [1.040000, 3.122900, 0.593900], [1.330400, 7.644500, 0.585400], [2.946000, 1.111800, 1.834000], [-0.853100, 1.974200, -4.528200], [-3.054500, -3.329700, 0.677600], [-4.018700, 0.337000, 3.338000], [-4.029500, 4.923900, 3.156100], [-4.598800, -3.302900, 5.493400], [-2.551300, 0.020200, 1.433500], [3.745000, 1.150300, -4.672300], [-5.436700, -1.055000, 6.902800], [-3.215600, 3.805100, 3.235700], [-2.900600, 0.190800, 4.176500], [-1.666700, 2.741100, -5.342100], [1.347000, 4.986800, -4.424400], [1.507200, 4.652700, 5.276200], [-1.356800, 0.875700, -3.835200], [0.066700, 2.537800, -0.381000], [2.026100, -3.813500, 0.493100], [-4.085700, -4.195200, 1.006300], [2.094200, 2.484700, 6.100100], [1.941200, 3.846700, 6.312700], [-2.367800, 6.032900, 1.835800], [2.373800, 3.403900, -0.028000], [1.240900, -4.044300, 3.146400], [-4.910100, 0.281900, 1.007100], [1.620800, 0.044400, -4.886800], [-5.278600, -0.981400, 5.513700], [0.044400, -3.392300, -1.950000], [4.563300, -0.328400, 0.752800], [-3.845600, 0.274800, 1.926400], [2.764400, 6.075300, 1.679400], [2.240100, 1.067400, -2.810800], [2.329500, 8.601100, 0.644100], [-2.789000, -6.049500, 0.221500], [-1.750300, -5.189800, -0.078700], [-0.665200, 3.310600, -1.168900], [0.736400, -3.456000, 0.871200], [0.494200, 5.377500, -2.035500], [3.446500, 1.465300, -3.359200], [-0.519700, -1.821300, -3.684300], [-4.635200, -0.037200, -0.306400], [-3.325700, -0.263900, -0.705700], [-1.979200, 3.798900, 2.613000], [-4.860900, -2.130800, 4.820700], [-1.641900, -0.053000, 3.684100], [0.126800, 6.701900, -2.538900], [-4.743400, -3.340200, 6.871100], [-3.965400, -5.551800, 0.761800], [1.098200, 6.275300, -4.718400], [0.490700, 7.145900, -3.752000], [1.978000, 5.111200, -1.934500], [5.581200, 0.197300, 1.518700], [3.997100, 1.631800, 2.586900], [1.479400, 2.767000, 3.773700], [1.327600, 0.322600, -3.550000], [0.350700, -3.563700, 2.205100], [3.764900, 7.028800, 1.740900], [5.296900, 1.184600, 2.447700], [1.857400, 1.954900, 4.846900], [-0.497600, 4.795200, -1.046900], [-1.833700, -5.164400, -3.402000], [-3.010100, 2.439300, -5.474400], [-1.543300, 4.917700, 1.916400], [-2.712800, 0.592300, -3.975300], [2.520800, -4.414100, 2.763500], [2.820700, 0.455200, -5.437500], [2.718100, 4.237700, -1.008000], [1.260900, 4.112000, 4.024700], [-3.986300, -5.397800, -4.458900], [-2.839400, -5.957400, -3.923800], [3.548700, 8.295100, 1.224300], [-3.604000, 6.039400, 2.454400], [2.912300, -4.295800, 1.440100], [-5.160900, -2.223900, 7.578700], [-4.266800, -4.180900, 4.958700], [2.159000, 9.584500, 0.228900], [4.146400, 2.021900, -2.753800], [-0.016500, 1.415700, -0.427200], [-1.216700, -1.655700, -4.509300], [3.912800, -4.579700, 1.144300], [0.161300, -4.476800, -1.959500], [-4.772400, -2.100600, 3.744000], [6.081600, 1.617600, 3.052400], [0.191400, 2.228300, -4.453500], [0.383000, 7.883300, 0.122400], [-5.429500, -0.133200, -1.030800], [-4.581100, 1.122100, -4.852700], [0.935800, -4.133600, 4.179300], [0.902400, -0.467800, -5.512800], [3.208700, 2.894700, 0.442100], [-0.789100, -0.145600, 4.341900], [4.771900, -1.089900, 0.015500], [-1.355700, 2.906500, 2.671500], [1.665600, 4.281900, -5.180600], [2.343400, -3.703500, -0.534300], [4.688900, 1.453100, -5.100100], [-4.986700, -3.801400, 1.456100], [-1.235800, 3.571800, -5.880700], [-2.030400, 6.901100, 1.283000], [2.592700, 5.947700, -2.257700], [-1.373600, 2.918700, -1.890400], [4.719100, 6.781500, 2.184600], [-5.269900, -2.273600, 8.650400], [0.462900, -2.080200, -4.115500], [-0.817200, -5.593400, -0.445000], [-5.909300, 0.480300, 1.359200], [-3.254500, -2.158900, -3.932000], [1.046500, 3.415600, -2.968700], [1.988200, 0.887900, 4.674700], [-0.502300, 7.302600, -1.895900], [-3.040700, 0.312500, 5.242000], [2.009600, 1.345100, -1.791700], [1.007800, -2.931600, -2.209200], [-1.467400, 5.272400, -1.219200], [-5.768300, -0.173900, 7.429400], [1.219100, 6.645800, -5.726400], [-3.090600, -0.622400, -1.696300], [2.407700, 1.840600, 6.910500], [-4.994700, 4.919200, 3.640800], [2.946600, 5.085000, 2.077200], [1.364900, 5.711400, 5.434500], [-3.166700, -2.278000, 0.886800], [-4.762800, -6.022000, -4.874600], [-5.000000, -3.554800, -4.868400], [2.148200, 4.271300, 7.284700], [3.798200, 2.420500, 3.302500], [0.907000, 4.765100, 3.235600], [-2.714200, -7.030700, -3.923300], [3.034600, 0.238100, -6.474300], [3.783300, 4.295200, -1.217700], [-3.142100, -0.250300, -3.459200], [4.327200, 9.042100, 1.272700], [-4.237300, 6.911200, 2.384100], [-0.945500, -5.652900, -3.032900], [-2.676000, -7.109700, 0.041000], [-0.649300, -3.263700, 2.494800], [3.216900, -4.785400, 3.501300], [-3.553300, 2.935400, 3.779200], [-3.644000, 3.031100, -6.115900], [-4.776700, -6.224300, 1.000200], [6.595600, -0.152100, 1.390600], [0.237300, 8.151100, -4.061100]],
  "forces_ev_per_a": [[0.950, -0.849, -0.154], [-0.064, 0.265, -0.155], [0.343, 0.615, -0.005], [-0.213, -0.181, -0.645], [0.015, -0.196, -0.391], [0.283, -0.209, -1.130], [0.575, -0.942, -0.326], [-0.382, -0.258, 0.931], [-1.052, 1.148, -0.597], [-2.269, 0.000, -0.023], [-1.246, 0.774, 0.386], [-0.005, 0.005, -0.012], [-0.024, -0.053, -0.070], [-0.109, 0.232, -0.046], [-0.736, -0.674, 0.082], [0.047, 0.084, 0.046], [-0.139, -0.019, -0.016], [0.222, -0.131, 0.009], [-0.408, 0.039, 0.062], [-0.294, -0.233, -0.129], [0.371, -0.059, 0.397], [0.020, 0.345, 0.720], [-0.194, -0.098, -0.016], [0.069, -0.120, 0.185], [0.043, -0.081, 0.085], [0.110, 0.035, -0.082], [1.702, -0.685, -0.163], [-0.009, -0.058, 0.033], [0.077, -0.146, 0.156], [-0.265, 0.213, 0.287], [0.035, 0.035, 0.097], [0.092, 0.265, -0.584], [-0.160, -0.030, 0.085], [-0.808, 0.298, -0.302], [-0.026, 0.101, -0.089], [-0.030, 0.338, -0.281], [-0.003, 0.123, 0.128], [-0.014, 0.058, 0.256], [-0.312, -0.756, 0.205], [-0.180, -0.092, 0.003], [-0.147, -0.044, 0.075], [0.048, -0.040, 0.063], [-0.028, 0.055, 0.062], [0.202, 0.032, -0.071], [0.493, 0.016, 0.131], [-0.003, -0.022, 0.098], [0.215, -0.101, -0.600], [-0.022, -0.042, 0.150], [0.835, -1.570, 0.733], [0.018, -0.113, 0.323], [0.103, 0.011, 0.022], [0.236, -0.131, 0.475], [-0.011, -0.113, 0.132], [-0.221, 0.037, 0.064], [0.022, 0.183, -0.047], [0.047, -0.047, 0.012], [0.013, 0.072, -0.021], [-0.303, -0.035, 0.014], [0.012, -0.005, 0.136], [0.113, -0.113, 0.165], [0.092, 0.080, -0.117], [0.167, 0.280, -0.371], [-0.536, 0.222, 0.584], [0.833, -0.116, -0.197], [0.232, -0.255, -0.006], [-0.212, 0.323, 0.060], [0.462, -0.156, -0.487], [0.041, 0.234, -0.236], [0.053, -0.175, 0.240], [-0.033, 0.000, 0.000], [0.212, -0.547, -0.385], [-0.241, 0.295, 0.456], [-0.138, 0.154, -0.223], [0.046, 0.010, 0.040], [-0.007, 0.177, 0.114], [-0.192, -0.135, -0.043], [0.111, 0.062, 0.315], [0.014, -0.007, -0.176], [0.096, -0.040, 0.073], [0.107, 0.096, 0.038], [-0.037, -0.228, -0.207], [0.012, 0.152, 0.514], [0.238, 0.120, 0.087], [-0.008, 0.039, 0.012], [0.968, 0.049, -0.336], [0.131, -0.061, 0.105], [0.039, 0.027, 0.057], [0.005, -0.058, -0.196], [0.003, -0.219, -0.099], [0.036, -0.017, -0.385], [-0.020, -0.114, 0.002], [-0.151, -0.057, -0.094], [-0.030, 0.081, -0.048], [-0.141, 0.099, 0.007], [0.107, -0.090, -0.009], [0.169, -0.311, 0.081], [-0.040, -0.048, -0.044], [-0.022, 0.064, -0.012], [0.052, 0.082, 0.057], [0.269, 2.223, -0.349], [0.127, -0.064, 0.110], [0.053, -0.001, -0.012], [0.061, 0.104, -0.076], [0.043, -0.016, -0.047], [0.042, 0.016, 0.023], [0.041, 0.020, -0.020], [-0.046, 0.123, -0.046], [-0.038, 0.029, -0.076], [-0.114, -0.039, -0.058], [-0.009, 0.010, 0.073], [-0.016, -0.052, -0.034], [0.024, 0.056, -0.073], [0.038, -0.041, 0.019], [0.002, -0.068, -0.051], [-0.125, 0.134, 0.041], [-0.012, 0.000, -0.165], [0.055, -0.006, -0.007], [0.081, 0.027, -0.074], [-0.081, 0.016, 0.005], [0.019, 0.123, -0.029], [-0.073, 0.133, -0.021], [-0.169, 0.040, -0.005], [0.058, -0.132, -0.010], [0.047, -0.026, 0.051], [-0.019, -0.014, 0.098], [-0.220, 0.030, 0.014], [0.041, -0.061, -0.056], [-0.141, -0.002, -0.011], [0.025, 0.142, 0.020], [0.057, 0.049, 0.101], [0.037, 0.084, 0.084], [-0.022, 0.145, 0.009], [-0.004, -0.039, 0.053], [0.061, -0.038, -0.145], [-0.121, -0.195, 0.089], [0.077, 0.018, 0.101], [-0.110, 0.068, 0.082], [0.129, -0.019, -0.074], [-0.069, 0.238, 0.039], [0.009, -0.039, 0.021], [-0.081, 0.016, 0.032], [0.068, -0.003, 0.005], [-0.036, 0.106, 0.020], [-0.015, 0.042, -0.017], [-0.055, -0.055, -0.005], [-0.047, 0.034, -0.012], [-0.013, 0.034, 0.055], [0.060, -0.056, -0.054], [0.083, 0.002, 0.194], [0.022, -0.080, 0.003], [0.012, -0.038, -0.073], [0.051, -0.110, 0.076], [-0.075, -0.008, -0.065], [0.074, 0.056, -0.013], [-0.066, 0.091, 0.009], [0.058, 0.004, 0.081], [-0.001, -0.042, 0.021], [0.016, -0.030, 0.083], [0.057, -0.043, 0.051], [0.001, -0.058, 0.027], [-0.072, 0.086, -0.056], [-0.061, -0.026, 0.031], [0.067, -0.069, -0.028], [-0.105, 0.031, 0.020]],
  "mulliken_charge": [-3.36, -0.20, 2.22, 1.16, 0.21, 4.02, 2.99, -0.64, -0.84, 1.35, -0.38, 0.92, -0.96, -0.04, 0.63, 0.09, -1.03, 1.31, 1.23, 0.49, 0.69, 1.37, -0.28, -1.66, 0.09, 0.60, 0.09, -0.94, -0.66, -0.84, -0.99, -0.46, -0.87, -0.08, -0.73, -1.42, -1.41, 0.45, -0.48, -0.41, -0.83, -0.74, -0.70, -0.45, -0.09, -0.81, -0.84, -0.17, 0.10, -2.43, -1.07, 0.76, 0.59, 0.09, -1.00, -0.77, -0.56, -1.43, 0.64, 2.87, -0.70, -2.77, -1.37, -0.20, 1.08, 0.40, -0.70, -1.17, 0.03, -0.93, -0.95, -1.03, -0.14, -0.97, 0.16, 0.14, -0.05, -0.68, -0.95, -1.05, -0.69, -1.14, -0.41, -0.94, 0.19, 0.23, -0.70, -1.05, -1.14, 0.08, -0.73, -0.68, -0.61, -0.85, -0.56, -0.52, 0.53, 0.44, 0.52, 0.83, 0.88, 0.44, 0.74, 0.29, 0.44, -0.13, 0.25, 0.59, 0.51, 0.49, 0.46, -0.19, 0.43, 0.60, -0.11, 0.53, 0.24, 0.44, 0.55, 0.52, 0.41, 0.50, 0.73, 0.47, 0.42, 0.70, 0.42, 0.65, 0.27, -0.93, 0.53, 0.37, 0.56, -0.30, 0.66, 1.07, 0.44, 0.41, -0.15, 0.44, 0.44, 0.27, 0.51, 0.43, 0.41, 0.44, 0.40, 0.38, 0.14, 0.44, 0.48, 0.22, -0.36, 0.38, 0.42, 0.49, 0.46, 0.40, 0.40, 0.52, 0.40, 0.43, 0.39, 0.45]
}

=====

Computed ΔE to the lowest compared entry with this formula, charge and spin, in the same sequence as the records: 0.0, 0.0 kcal/mol.